ORCA calculation (ωB97M-V with the def2-TZVPD basis set) on a cluster of 2 separate species, C8H9O5 in total at a distorted geometry.

Each line ends with the natural charge from an NBO analysis.
Element x y z (Å)
O  -0.48337  0.17989  0.80858  -0.0021
O  0.75137  0.16109  0.78140  0.0034
C  -2.90634  5.14589  3.34160  -0.7110
C  -2.70365  3.84788  4.08541  0.5379
O  -1.97261  3.76387  5.07788  -0.5458
C  -3.43891  2.70806  3.55084  -0.3149
C  -3.29000  1.50286  4.14034  -0.1257
C  -4.04482  0.32056  3.72305  0.2188
C  -3.18653  -0.94314  3.43630  -0.1084
O  -3.78550  -0.16127  2.38559  -0.4495
C  -1.75287  -0.73877  3.43274  0.5162
O  -0.67956  -1.17118  3.22914  -0.4461
C  -5.46081  0.16515  4.17909  -0.6340
H  -3.62242  5.01588  2.52481  0.2101
H  -3.26928  5.91237  4.03545  0.2438
H  -1.94724  5.48568  2.93464  0.2465
H  -4.07338  2.85776  2.67195  0.2154
H  -2.55252  1.35412  4.94272  0.2500
H  -3.58289  -1.95485  3.60581  0.2062
H  -5.51419  0.34258  5.26307  0.2287
H  -6.11392  0.91313  3.69972  0.2309
H  -5.85273  -0.83896  3.96745  0.2294

The calculation puts the gap between HOMO and LUMO (alpha / beta) at 7.1 / 9.3 eV. The energy above the lowest of the compared OMol25 structures with the same formula, charge and spin is 0.0 kJ/mol. The multiplicity is 4. The expectation value of S² is 3.762. As for the HOMO energy (alpha / beta): -7.25 / -9.83 eV. As for the charge: 0.

ORCA calculation (ωB97M-V with the def2-TZVPD basis set) on a cluster of 4 separate species, C19H34Cl10O5S in total at a distorted geometry.

Each line ends with the natural charge from an NBO analysis.
Element x y z (Å)
C  3.43895  1.58832  0.94627  -0.6352
C  4.10456  0.13993  0.63671  -0.1726
Cl  5.92728  0.21352  0.39266  -0.0851
C  3.41268  -0.41249  -0.70990  -0.4305
C  2.18847  -1.38368  -0.30506  -0.3409
C  2.24413  -2.75815  -1.16696  0.8206
O  3.18230  -3.58044  -1.03614  -0.5682
O  1.10442  -2.77292  -2.04162  -0.5457
C  0.84918  -1.34694  -2.31191  0.0592
Cl  -0.40590  -0.90320  -3.56392  -0.0257
C  0.85155  -0.63776  -0.87650  -0.2512
C  -0.28521  -1.01472  0.21097  -0.4093
C  -1.71184  -0.66851  -0.44853  -0.4134
C  -2.89234  -0.42382  0.64174  -0.4037
C  -4.19016  0.02404  -0.24303  -0.6587
S  -5.69828  0.33408  0.77808  2.1423
O  -6.21066  -0.97149  1.33242  -0.8715
O  -5.52868  1.40389  1.86317  -0.8187
O  -6.93144  0.84394  -0.35316  -0.8530
H  3.27661  2.21419  -0.00900  0.2166
H  2.37930  1.35589  1.35222  0.2155
H  4.01225  2.18923  1.72852  0.2427
H  3.84664  -0.57484  1.48904  0.2190
H  3.01919  0.50283  -1.28358  0.2175
H  4.16714  -0.93094  -1.39464  0.2457
H  2.14136  -1.79736  0.76791  0.2688
H  1.83966  -1.06214  -2.85644  0.2335
H  0.86349  0.50306  -0.85125  0.2410
H  -0.21083  -0.40509  1.18682  0.2209
H  -0.15102  -2.11284  0.49986  0.2179
H  -1.98210  -1.52450  -1.15587  0.2205
H  -1.57856  0.30787  -1.04067  0.2005
H  -2.59467  0.39220  1.40390  0.2332
H  -3.07950  -1.44268  1.14949  0.2367
H  -3.86227  0.89993  -0.90385  0.2549
H  -4.37214  -0.86700  -0.96113  0.2669
H  -6.53029  0.87735  -1.27139  0.4922
Cl  3.22792  5.10025  0.98919  -0.0596
C  2.23491  5.86917  2.25305  -0.3884
C  2.44870  5.23716  3.61370  -0.3887
Cl  1.80514  3.57771  3.69390  -0.0602
H  1.18980  5.81175  1.94326  0.2251
H  2.52285  6.92204  2.28416  0.2254
H  1.92617  5.81628  4.37767  0.2263
H  3.50712  5.20187  3.87798  0.2255
Cl  2.76294  -1.41717  -4.62806  -0.0424
C  3.27562  -3.12516  -4.64163  -0.3898
C  4.05967  -3.47734  -5.88942  -0.3888
Cl  3.04245  -3.45619  -7.35183  -0.0555
H  2.38391  -3.74613  -4.53812  0.2359
H  3.89864  -3.27545  -3.75721  0.2354
H  4.46414  -4.48740  -5.79973  0.2278
H  4.89262  -2.78988  -6.04766  0.2247
Cl  -6.74299  2.51184  0.58901  -0.0103
C  -7.94717  3.80760  0.31573  -0.4282
C  -7.59903  5.08583  1.05556  -0.3791
Cl  -7.75016  4.90365  2.82151  -0.0673
H  -8.92613  3.42551  0.61344  0.2157
H  -7.96946  3.99865  -0.76080  0.2017
H  -8.28328  5.88548  0.76073  0.2077
H  -6.58082  5.41143  0.83574  0.2149
Cl  0.71436  -5.97413  2.23262  -0.0585
C  2.37494  -5.33903  2.11749  -0.3939
C  2.75264  -4.50163  3.32302  -0.3847
Cl  1.84698  -2.96787  3.38802  -0.0672
H  2.45516  -4.76794  1.19036  0.2326
H  3.03944  -6.20228  2.04344  0.2273
H  3.81207  -4.24178  3.27656  0.2268
H  2.57464  -5.03791  4.25683  0.2268

The calculation puts the gap between HOMO and LUMO at 7.8 eV. As for the HOMO energy: -7.70 eV. As for the charge: 0.

ORCA calculation (ωB97M-V with the def2-TZVPD basis set) on the ion C5H13N2 with charge +1 at a distorted geometry.

Each line ends with the natural charge from an NBO analysis.
Element x y z (Å)
C  1.39047  -1.73986  -1.44728  -0.6266
C  0.19654  -1.07817  -0.79677  0.0525
C  0.46283  -0.46803  0.71622  -0.5940
C  -0.51852  0.43928  1.13076  0.3664
C  -0.21220  1.92171  1.31918  -0.3163
N  -0.26752  2.81906  0.22729  -0.8357
N  -1.05424  -1.78269  -0.98979  -0.7498
H  2.31097  -1.39594  -0.97614  0.2283
H  1.42049  -2.79549  -1.15802  0.2232
H  1.39132  -1.65861  -2.52091  0.2620
H  0.03097  -0.16651  -1.37378  0.2030
H  0.55403  -1.40256  1.27462  0.3025
H  1.42107  0.02448  0.66619  0.2647
H  -1.36132  0.13817  1.75681  0.2173
H  -0.83656  2.27256  2.14011  0.2340
H  0.45868  2.86390  -0.44487  0.3978
H  -1.11007  3.32877  0.05569  0.4041
H  -1.79393  -1.27586  -0.52992  0.3587
H  0.82077  1.92838  1.67814  0.2326
H  -1.05113  -2.72933  -0.60691  0.3754

The calculation puts the gap between HOMO and LUMO at 6.7 eV. The energy above the lowest of the compared OMol25 structures with the same formula, charge and spin is 441.0 kJ/mol. As for the HOMO energy: -13.65 eV. As for the charge: +1.

ORCA calculation (ωB97M-V with the def2-TZVPD basis set) on an isolated molecule of C8H9NO2S at a distorted geometry.

Each line ends with the natural charge from an NBO analysis.
Element x y z (Å)
C  2.68864  -0.49817  1.85011  -0.3205
C  1.68714  0.34259  1.78000  -0.2666
C  0.75979  0.22540  0.65542  0.0369
C  0.97144  -0.55311  -0.52686  -0.1062
C  1.20233  -1.19626  -1.50092  0.1015
C  1.35325  -1.99950  -2.65608  -0.6952
C  -0.78564  0.70443  0.78146  -0.1055
S  -1.85836  -0.05405  -0.37435  0.3121
C  -3.23427  1.10246  -0.73818  -0.7265
N  -1.24124  1.49467  1.82492  0.4628
O  -2.43762  1.51441  2.01639  -0.4017
O  -0.41061  2.17573  2.38887  -0.4045
H  3.49724  -0.27523  2.58036  0.2078
H  2.92107  -1.18903  1.03190  0.2093
H  1.34769  1.11522  2.44933  0.2610
H  2.47932  -2.31832  -2.84130  0.2453
H  0.80845  -2.87105  -2.48215  0.2440
H  0.84005  -1.47220  -3.58667  0.2495
H  -4.14791  0.39882  -1.01275  0.2354
H  -3.02634  1.70575  -1.73977  0.2246
H  -3.41443  1.64743  0.10027  0.2364

The calculation puts the gap between HOMO and LUMO (alpha / beta) at 6.8 / 6.5 eV. The energy above the lowest of the compared OMol25 structures with the same formula, charge and spin is 779.9 kJ/mol. As for the structure (SMILES): C=C/C(C#CC)=C(/SC)[N+](=O)[O-]. As for the HOMO energy (alpha / beta): -8.12 / -7.96 eV. As for the charge: 0.